[1]
Computed, not measured: an isolated ion of composition C13H23N2 and charge +1, with wB97M-V/def2-TZVPD.

```
38
Properties=species:S:1:pos:R:3:nbo_charge:R:1
C 0.98486 0.81739 3.19976 -0.59
C 0.87956 1.39547 1.76657 -0.26
C 0.66382 2.86770 1.78253 -0.63
C -0.29798 0.62468 1.06272 0.27
N -1.46782 0.75811 1.65331 -0.49
C -2.60581 0.23178 1.24767 0.10
C -2.66446 -0.57943 0.13933 -0.33
C -1.43185 -0.98353 -0.41654 0.33
N -1.26031 -2.09352 -1.11323 -0.37
C -2.45919 -2.76508 -1.54535 -0.44
C 0.04517 -2.80496 -1.50764 -0.41
C -0.21541 -0.14944 -0.09214 -0.07
C 0.70587 0.05020 -1.29704 -0.25
C 2.24072 -0.04376 -1.06537 -0.63
C 0.39387 1.32985 -2.01627 -0.59
H 0.23348 1.08183 3.80123 0.19
H 1.97596 1.19622 3.71497 0.24
H 0.93568 -0.19813 3.22444 0.21
H 1.74828 1.12639 1.18803 0.24
H 0.14656 3.27445 2.74574 0.22
H 0.19503 3.19654 0.89741 0.22
H 1.69648 3.43136 1.84874 0.25
H -1.46128 1.40183 2.50248 0.44
H -3.47723 0.34640 1.84145 0.24
H -3.38392 -1.25546 -0.26126 0.25
H -2.25330 -3.42705 -2.43040 0.23
H -3.07687 -3.34770 -0.90154 0.22
H -3.14147 -2.04876 -1.96958 0.21
H 0.26267 -2.57869 -2.59707 0.22
H 0.76557 -2.46583 -0.73076 0.23
H -0.00072 -3.86803 -1.40691 0.23
H 0.43363 -0.66963 -2.03194 0.22
H 2.78372 0.77678 -0.56347 0.22
H 2.94207 -0.38428 -1.88597 0.24
H 2.37320 -0.77041 -0.33029 0.21
H -0.72464 1.62851 -2.03082 0.21
H 0.64264 1.02160 -2.94554 0.22
H 1.08285 2.12851 -1.76242 0.22
```

Lowest unoccupied orbital energy = -3.025 eV
Relative energy (zero: lowest compared OMol25 entry of this formula, charge and spin) = 153.4 kJ/mol
Highest occupied orbital energy = -12.18 eV
E = -618.3402 hartree
SMILES string = CC(C)c1[nH]ccc(=[N+](C)C)c1C(C)C
HOMO-LUMO gap = 9.16 eV
Total charge = +1

[2]
Computed, not measured: the molecule C13H23N3O2S, with wB97M-V/def2-TZVPD.

```
42
Properties=species:S:1:pos:R:3:nbo_charge:R:1
C 6.41210 0.97906 -1.22846 -0.60
C 5.00155 0.44033 -1.02198 -0.40
C 4.81224 -0.11147 0.39061 -0.40
C 3.44802 -0.76794 0.59661 -0.22
N 2.37224 0.19723 0.55395 -0.61
C 1.41814 0.25631 1.50101 0.69
O 1.44225 -0.38291 2.52906 -0.62
C 0.29753 1.26042 1.20730 -0.50
C -0.50386 0.90542 -0.05006 -0.42
S -2.09889 1.77463 -0.06486 0.20
C -2.99072 0.25066 0.28617 0.34
N -4.20681 0.12083 0.53856 -0.49
C -5.10731 1.23195 0.56136 -0.23
C -6.01345 1.19562 -0.66667 -0.60
N -2.12933 -0.81763 0.21809 -0.46
C -2.63413 -2.17193 0.36071 -0.22
C -3.33178 -2.64124 -0.90829 -0.62
C -0.82136 -0.58131 -0.06174 0.69
O 0.00517 -1.43692 -0.26890 -0.58
H 6.62189 1.77890 -0.52173 0.20
H 7.14654 0.19084 -1.07976 0.20
H 6.52920 1.37145 -2.23594 0.21
H 4.80698 -0.35324 -1.74734 0.20
H 4.28603 1.24508 -1.20590 0.18
H 5.58236 -0.85998 0.58527 0.20
H 4.93592 0.69294 1.11831 0.20
H 3.27858 -1.53558 -0.16690 0.19
H 3.39540 -1.23746 1.58090 0.24
H 2.23943 0.68587 -0.31596 0.39
H 0.71785 2.26315 1.10553 0.23
H -0.36843 1.25247 2.07308 0.25
H 0.03919 1.17556 -0.95882 0.24
H -4.55941 2.18669 0.59217 0.17
H -5.71225 1.13471 1.46722 0.20
H -5.42088 1.30683 -1.57188 0.21
H -6.54392 0.24797 -0.70949 0.21
H -6.73569 2.00560 -0.61740 0.21
H -3.33108 -2.17554 1.20066 0.22
H -1.76938 -2.80116 0.58281 0.23
H -2.64028 -2.62793 -1.74759 0.21
H -3.69414 -3.65578 -0.77118 0.22
H -4.17551 -1.99250 -1.12857 0.22
```

Lowest unoccupied orbital energy = 0.382 eV
Relative energy (zero: lowest compared OMol25 entry of this formula, charge and spin) = 20.8 kJ/mol
Highest occupied orbital energy = -9.17 eV
E = -1222.1421 hartree
SMILES string = CCCCNC(=O)C[C@@H]1S/C(=N\CC)N(CC)C1=O
HOMO-LUMO gap = 9.56 eV
Total charge = 0

[3]
Computed, not measured: the molecule C13H23N3O3, with wB97M-V/def2-TZVPD.

```
42
Properties=species:S:1:pos:R:3:nbo_charge:R:1
C 2.37576 3.91240 -0.42096 -0.60
C 2.06737 2.56087 0.21211 -0.40
C 3.20713 1.56745 -0.00570 -0.40
C 3.03248 0.25420 0.75908 -0.38
C 1.78830 -0.55401 0.38590 -0.41
C 1.80670 -1.03209 -1.06506 -0.39
C 0.61517 -1.92910 -1.42556 -0.33
C -0.75682 -1.25950 -1.34379 -0.44
C -1.56747 -2.14160 -0.36024 0.03
C -2.09901 -1.35523 0.82915 0.22
C -1.53707 -1.66408 2.17553 -0.64
N -2.99217 -0.45773 0.74734 -0.26
N -3.57465 -0.09510 -0.40879 -0.48
C -4.57003 0.87328 -0.44272 0.77
N -4.81696 1.43981 0.75609 -0.84
O -5.11188 1.15688 -1.48617 -0.64
O -0.70576 -3.18212 0.07321 -0.48
C 0.51567 -3.11157 -0.46855 0.80
O 1.37890 -3.89840 -0.21211 -0.56
H 2.53904 3.80387 -1.49114 0.20
H 1.55093 4.60459 -0.26852 0.21
H 3.27216 4.34456 0.01834 0.20
H 1.14428 2.17160 -0.22144 0.19
H 1.90343 2.69168 1.28435 0.20
H 4.13873 2.02950 0.33029 0.20
H 3.31517 1.36708 -1.07310 0.19
H 2.98684 0.47768 1.82791 0.20
H 3.91480 -0.36753 0.59120 0.20
H 1.75088 -1.43049 1.03803 0.21
H 0.89798 0.04714 0.57991 0.19
H 2.71952 -1.60739 -1.23015 0.22
H 1.81162 -0.17865 -1.74471 0.21
H 0.79168 -2.34052 -2.42448 0.24
H -1.24019 -1.21739 -2.31943 0.23
H -0.67715 -0.24140 -0.96215 0.23
H -2.41494 -2.62741 -0.86765 0.20
H -1.69151 -2.71652 2.40614 0.23
H -0.46419 -1.47957 2.19034 0.22
H -2.02194 -1.04693 2.92508 0.23
H -3.36597 -0.54333 -1.29534 0.38
H -4.35153 1.07294 1.56808 0.42
H -5.56531 2.10213 0.83967 0.41
```

Lowest unoccupied orbital energy = 0.555 eV
Relative energy (zero: lowest compared OMol25 entry of this formula, charge and spin) = 97.7 kJ/mol
Highest occupied orbital energy = -9.22 eV
E = -899.1774 hartree
SMILES string = CCCCCC[C@@H]1C[C@H](/C(C)=N\NC(N)=O)OC1=O
HOMO-LUMO gap = 9.78 eV
Total charge = 0

[4]
Computed, not measured: an isolated ion of composition C13H23N4O3S and charge +1, with wB97M-V/def2-TZVPD.

```
44
Properties=species:S:1:pos:R:3:nbo_charge:R:1
C -2.59593 0.32415 3.22197 -0.44
N -1.31960 0.25349 2.55725 -0.54
C -0.64273 1.29124 2.08422 0.53
C 0.56568 1.08251 1.37384 -0.26
N 0.99764 -0.10501 0.96294 0.48
O 2.11423 -0.15679 0.36832 -0.53
O 0.34706 -1.15806 1.11520 -0.52
N -1.03189 2.55020 2.38593 -0.57
C -0.89356 3.65195 1.46310 -0.23
C -2.05640 3.66678 0.45687 -0.54
S -2.41040 2.00631 -0.21750 0.20
C -1.17563 1.87988 -1.57100 -0.56
C -0.88360 0.45076 -1.84693 0.29
C -1.70310 -0.62676 -2.02164 -0.31
C -0.85497 -1.73546 -2.24808 -0.25
C 0.42274 -1.25863 -2.19713 0.22
C 1.75238 -1.90970 -2.36457 -0.26
N 2.35010 -2.31060 -1.06373 -0.40
C 1.61976 -3.42699 -0.45670 -0.43
C 3.77471 -2.62082 -1.20754 -0.42
O 0.40666 0.07325 -1.94674 -0.40
H -2.96605 -0.68701 3.36224 0.24
H -2.50826 0.79483 4.20419 0.21
H -3.31944 0.87559 2.61470 0.21
H -0.94851 -0.65812 2.28151 0.45
H 1.23490 1.89688 1.16139 0.24
H -1.87291 2.60766 2.94494 0.40
H 0.05686 3.57309 0.93827 0.21
H -0.89514 4.58598 2.02909 0.23
H -2.98179 3.96480 0.94891 0.23
H -1.85814 4.34956 -0.36615 0.24
H -0.26280 2.38826 -1.26484 0.24
H -1.60339 2.37488 -2.44522 0.25
H -2.77238 -0.62711 -1.98749 0.24
H -1.16005 -2.74463 -2.43300 0.24
H 2.42884 -1.19211 -2.83459 0.24
H 1.65820 -2.79291 -3.00114 0.23
H 2.26603 -1.42742 -0.39657 0.48
H 0.58307 -3.13913 -0.29485 0.25
H 2.05881 -3.66881 0.50851 0.23
H 1.66351 -4.30419 -1.10161 0.21
H 3.91694 -3.44992 -1.90107 0.22
H 4.18912 -2.89401 -0.23949 0.23
H 4.30944 -1.74789 -1.57581 0.23
```

Lowest unoccupied orbital energy = -2.600 eV
Relative energy (zero: lowest compared OMol25 entry of this formula, charge and spin) = 1.0 kJ/mol
Highest occupied orbital energy = -11.51 eV
E = -1351.7844 hartree
SMILES string = CN/C(=C\[N+](=O)[O-])NCCSCc1ccc(C[NH+](C)C)o1
HOMO-LUMO gap = 8.91 eV
Total charge = +1

- The highest HOMO-LUMO gap belongs to which entry?
  C13H23N3O3

- Among the records above, which one has the lowest lowest unoccupied orbital energy?
  C13H23N2

- Look up the total charge of the fourth one.
  +1

- Look up the HOMO-LUMO gap of the third one.
  9.78 eV